# 1
The following is a quantum chemistry calculation of 8 unconnected molecules or ions with the total composition C47H48F3N2O2 at a distorted geometry, from OMol25.

As for the calculated total energy: -2379.07792 Ha. Its frontier orbital gap is 7.248 eV. Its net charge is +1. The value obtained for the lowest unoccupied orbital energy is -0.1269 Ha.

Atoms and positions in Å:
O1 -5.5441 0.9034 2.1479
C1 -4.2690 0.9920 1.6764
C2 -3.2198 1.4261 2.5466
N1 -2.1273 1.3950 1.6626
C3 -0.8233 1.8329 2.2088
O2 -0.8519 3.2285 2.4982
C4 -0.6470 3.9994 1.3819
F1 -1.6571 3.9410 0.4645
F2 0.5067 3.7087 0.7313
F3 -0.5900 5.2910 1.7909
C5 -2.4273 1.0070 0.4127
N2 -3.7695 0.7459 0.4093
H1 -5.8198 1.7685 2.5030
H2 -3.2258 1.7364 3.6032
H3 0.0376 1.5061 1.5822
H4 -0.7034 1.3061 3.1901
H5 -1.6625 0.9445 -0.3822
H6 -4.3182 0.4505 -0.3970
C6 0.2162 -2.4702 1.6193
C7 1.1959 -3.4196 1.8707
C8 2.5272 -3.1365 1.5899
C9 2.8789 -1.8984 1.0657
C10 1.8984 -0.9460 0.8172
C11 0.5666 -1.2346 1.0904
H7 -0.8226 -2.6935 1.8357
H8 0.9217 -4.3829 2.2859
H9 3.2914 -3.8806 1.7803
H10 3.9173 -1.6765 0.8510
H11 2.1733 0.0212 0.4091
H12 -0.2002 -0.4957 0.8916
C12 1.1875 -7.0936 5.7487
C13 1.3961 -8.4656 5.8082
C14 2.0652 -9.1130 4.7767
C15 2.5345 -8.3864 3.6894
C16 2.3293 -7.0137 3.6315
C17 1.6522 -6.3677 4.6588
H13 0.6627 -6.5895 6.5517
H14 1.0361 -9.0316 6.6593
H15 2.2220 -10.1840 4.8205
H16 3.0605 -8.8905 2.8874
H17 2.6972 -6.4465 2.7834
H18 1.4873 -5.2970 4.6110
C18 -2.3889 5.6765 4.3053
C19 -3.6561 5.6539 4.8756
C20 -4.2621 6.8391 5.2725
C21 -3.6045 8.0487 5.0907
C22 -2.3388 8.0723 4.5175
C23 -1.7285 6.8869 4.1283
H19 -1.9162 4.7522 3.9995
H20 -4.1729 4.7098 5.0121
H21 -5.2473 6.8204 5.7231
H22 -4.0786 8.9737 5.3959
H23 -1.8271 9.0167 4.3748
H24 -0.7400 6.9061 3.6867
C24 1.4402 2.1437 -3.5554
C25 0.4856 2.3463 -2.5673
C26 -0.0796 3.6039 -2.3920
C27 0.3037 4.6573 -3.2124
C28 1.2558 4.4543 -4.2034
C29 1.8276 3.1982 -4.3724
H25 1.8828 1.1639 -3.6893
H26 0.1821 1.5197 -1.9309
H27 -0.8180 3.7629 -1.6187
H28 -0.1400 5.6368 -3.0791
H29 1.5535 5.2758 -4.8446
H30 2.5740 3.0414 -5.1418
C30 3.0620 -2.7279 -2.3200
C31 3.4734 -4.0540 -2.2813
C32 3.9209 -4.6773 -3.4394
C33 3.9659 -3.9709 -4.6352
C34 3.5579 -2.6436 -4.6734
C35 3.1020 -2.0232 -3.5170
H31 2.7099 -2.2433 -1.4172
H32 3.4445 -4.6030 -1.3467
H33 4.2356 -5.7137 -3.4103
H34 4.3193 -4.4556 -5.5374
H35 3.5946 -2.0924 -5.6059
H36 2.7788 -0.9893 -3.5481
C36 1.7103 4.6714 -7.9674
C37 1.1001 5.7811 -8.5390
C38 1.8535 6.6854 -9.2770
C39 3.2159 6.4748 -9.4515
C40 3.8254 5.3634 -8.8830
C41 3.0739 4.4638 -8.1374
H37 1.1228 3.9675 -7.3887
H38 0.0362 5.9416 -8.4085
H39 1.3789 7.5541 -9.7173
H40 3.8025 7.1776 -10.0311
H41 4.8876 5.1987 -9.0207
H42 3.5510 3.5995 -7.6896
C42 -2.5579 -5.0996 2.7421
C43 -3.5645 -4.2208 2.3610
C44 -4.8401 -4.6996 2.0897
C45 -5.1113 -6.0569 2.2090
C46 -4.1054 -6.9348 2.5937
C47 -2.8276 -6.4572 2.8563
H43 -1.5616 -4.7263 2.9509
H44 -3.3540 -3.1597 2.2745
H45 -5.6239 -4.0152 1.7862
H46 -6.1071 -6.4303 2.0023
H47 -4.3178 -7.9931 2.6883
H48 -2.0419 -7.1428 3.1512

=====

# 2
The following is a quantum chemistry calculation of a molecular structure, C47H49AsClFeN4O4S, from OMol25.

As for the calculated total energy: -6698.46948 Ha. Its frontier orbital gap (spin up / spin down) is 6.788 / 6.795 eV. Its net charge is -1. The value obtained for the lowest unoccupied orbital energy (spin up / spin down) is 0.0824 / 0.0825 Ha.

Atoms and positions in Å:
Fe1 -0.6079 1.3810 0.7369
C1 5.2607 1.8076 -2.5707
C2 4.5384 3.0618 -2.9765
C3 5.0921 3.9484 -3.8872
C4 4.4307 5.1053 -4.2778
C5 3.1751 5.3683 -3.7550
C6 2.5915 4.4956 -2.8491
C7 3.2710 3.3477 -2.4394
N1 2.7378 2.4317 -1.5326
C8 1.5362 2.5290 -0.8201
N2 1.3658 3.7147 -0.2059
C9 0.2788 4.1848 0.5844
C10 -0.7181 3.3072 1.0110
C11 -1.7282 3.8945 1.7843
C12 -1.7357 5.2405 2.1228
C13 -0.7130 6.0674 1.6799
C14 0.3100 5.5508 0.8962
C15 1.4230 6.4486 0.4170
N3 0.7246 1.5253 -0.7615
C16 1.0456 0.4216 -1.6013
C17 1.7564 -0.6598 -1.0879
C18 2.1557 -1.6807 -1.9407
C19 1.8298 -1.6350 -3.2898
C20 1.0857 -0.5721 -3.7820
C21 0.6818 0.4689 -2.9518
C22 -0.0974 1.6406 -3.4832
H1 6.2384 1.7573 -3.0475
H2 4.7060 0.9090 -2.8617
H3 5.4008 1.7614 -1.4880
H4 6.0708 3.7242 -4.2967
H5 4.8884 5.7850 -4.9844
H6 2.6321 6.2553 -4.0565
H7 1.6002 4.6971 -2.4667
H8 3.0725 1.4851 -1.6148
H9 2.1905 4.2905 -0.2075
H10 -2.5318 3.2608 2.1500
H11 -2.5329 5.6470 2.7357
H12 -0.7032 7.1212 1.9377
H13 1.2373 7.4776 0.7239
H14 1.5229 6.4392 -0.6721
H15 2.3944 6.1595 0.8349
H16 2.0045 -0.6553 -0.0290
H17 2.7190 -2.5171 -1.5438
H18 2.1391 -2.4326 -3.9550
H19 0.8156 -0.5420 -4.8327
H20 -0.6093 1.3761 -4.4108
H21 0.5651 2.4837 -3.7009
H22 -0.8308 1.9833 -2.7504
C23 -4.0054 -1.4670 0.3927
As1 -3.3076 -0.3106 -0.9820
C24 -2.0485 -1.3287 -2.0134
C25 -4.8249 -0.1389 -2.1685
S1 -2.6720 1.6075 -0.4048
H23 -4.2962 -2.4181 -0.0547
H24 -4.8711 -0.9716 0.8301
H25 -3.2583 -1.6282 1.1638
H26 -2.4432 -2.3324 -2.1737
H27 -1.1082 -1.3603 -1.4702
H28 -1.9007 -0.8213 -2.9656
H29 -5.1717 -1.1242 -2.4805
H30 -4.5239 0.4461 -3.0354
H31 -5.6187 0.3870 -1.6414
Cl1 1.0237 -0.3581 8.5197
C26 1.2305 -0.0881 6.8017
C27 0.4655 0.8801 6.1724
C28 0.6257 1.0786 4.8086
C29 1.5400 0.3194 4.0879
C30 2.3002 -0.6397 4.7434
C31 2.1517 -0.8528 6.1062
C32 1.6572 0.4890 2.5794
O1 2.4498 -0.2459 1.9759
O2 0.9001 1.3831 2.0975
H32 -0.2514 1.4570 6.7414
H33 0.0275 1.8037 4.2727
H34 2.9925 -1.2292 4.1567
H35 2.7314 -1.6048 6.6246
C33 -2.2732 -5.7071 -3.3785
C34 -2.5186 -5.3722 -1.9312
C35 -3.6752 -5.8228 -1.3031
C36 -3.8927 -5.5364 0.0351
C37 -2.9766 -4.7821 0.7456
C38 -1.8140 -4.3095 0.1302
N4 -0.8941 -3.5058 0.8224
C39 -0.9470 -3.3628 2.2203
C40 -0.8652 -4.5023 3.0237
C41 -0.8827 -4.3986 4.4014
C42 -0.9790 -3.1504 5.0061
C43 -1.0660 -2.0207 4.2144
C44 -1.0486 -2.1018 2.8225
C45 -1.1614 -0.8051 2.0526
O3 -1.6650 0.1721 2.6231
O4 -0.7289 -0.7543 0.8452
C46 -1.5728 -4.6285 -1.2187
C47 -0.2974 -4.2064 -1.8934
H36 -3.0869 -6.3110 -3.7790
H37 -1.3414 -6.2629 -3.5057
H38 -2.1865 -4.8049 -3.9895
H39 -4.3972 -6.4050 -1.8638
H40 -4.7912 -5.8884 0.5276
H41 -3.1646 -4.5351 1.7816
H42 -0.6682 -2.6129 0.3847
H43 -0.7771 -5.4694 2.5438
H44 -0.8080 -5.2945 5.0062
H45 -0.9791 -3.0584 6.0848
H46 -1.1514 -1.0381 4.6565
H47 0.2865 -3.5260 -1.2832
H48 -0.4822 -3.7121 -2.8491
H49 0.3318 -5.0782 -2.1006